{
  "formula": "Cl4",
  "method": "ωB97M-V with the def2-TZVPD basis set",
  "symbols": ["Cl", "Cl", "Cl", "Cl"],
  "positions_angstrom": [[-3.437, -0.782, 0.051], [-1.229, 1.013, -0.184], [1.513, 0.435, 0.285], [3.152, -0.666, -0.153]],
  "nbo_charge": [0.00, -0.01, 0.01, 0.00],
  "molar_mass_da": 141.8,
  "largest_force_ha_per_bohr": 0.06724,
  "lumo_energy_ev": -5.46,
  "e_tot_ev": -50085.1074,
  "orbital_gap_ev": 5.504
}